# C32H51N8RbS

C32H51N8RbS as an isolated structure (ωB97M-V/def2-TZVPD, OMol25).

Structure (ORCA input):
```
! RIJCOSX wB97M-V def2-TZVPD def2/J DEFGRID3
* xyz 0 1
Rb 0.41 0.23 0.12
C -1.21 0.21 -4.33
C -0.33 1.07 -3.44
C -0.88 2.09 -2.65
C -2.37 2.27 -2.52
C -0.03 2.96 -1.95
C -0.63 4.13 -1.21
C 1.35 2.75 -1.96
C 2.26 3.64 -1.14
C 1.90 1.71 -2.73
C 3.40 1.61 -2.82
C 1.06 0.86 -3.45
C 1.62 -0.30 -4.25
H -0.73 0.05 -5.29
H -2.16 0.70 -4.53
H -1.42 -0.77 -3.90
H -2.74 3.09 -3.14
H -2.63 2.51 -1.49
H -2.92 1.38 -2.79
H 0.09 4.93 -1.08
H -1.00 3.84 -0.22
H -1.47 4.54 -1.76
H 2.60 4.50 -1.72
H 3.15 3.10 -0.82
H 1.76 4.01 -0.25
H 3.83 2.56 -3.14
H 3.73 0.86 -3.53
H 3.86 1.38 -1.85
H 1.87 -0.01 -5.27
H 0.90 -1.12 -4.31
H 2.52 -0.71 -3.79
S -1.75 2.09 1.65
C -0.66 1.99 2.99
N -1.06 2.28 4.19
N -0.11 2.40 5.19
C 0.74 3.50 5.29
C 1.38 3.73 6.52
C 2.26 4.79 6.66
C 2.52 5.64 5.60
C 1.87 5.42 4.39
C 1.00 4.35 4.23
N 0.57 1.31 2.74
N 1.56 1.55 3.46
C 2.59 0.57 3.36
C 2.35 -0.76 3.02
C 3.40 -1.67 3.05
C 4.68 -1.27 3.40
C 4.91 0.06 3.74
C 3.87 0.97 3.74
H -0.53 2.16 6.08
H 1.18 3.07 7.35
H 2.74 4.95 7.62
H 3.20 6.47 5.71
H 2.06 6.08 3.55
H 0.50 4.20 3.28
H 1.35 -1.08 2.77
H 3.21 -2.71 2.80
H 5.49 -1.98 3.43
H 5.90 0.38 4.03
H 4.01 2.01 4.03
N -1.86 -1.30 -1.02
C -3.15 -1.10 -0.34
C -3.35 -2.09 0.80
C -2.51 -1.84 2.05
N -1.12 -2.30 1.90
H -1.76 -0.59 -1.75
H -1.84 -2.20 -1.49
H -4.00 -1.17 -1.03
H -3.15 -0.09 0.08
H -3.17 -3.11 0.44
H -4.40 -2.05 1.10
H -3.00 -2.32 2.90
H -2.48 -0.77 2.25
H -1.10 -3.31 1.76
H -0.62 -2.13 2.77
C 5.81 -0.89 -1.11
C 4.78 -2.01 -1.12
C 4.77 -2.69 -2.50
C 5.11 -3.03 -0.04
N 3.48 -1.37 -0.81
N 2.35 -2.24 -0.76
H 6.82 -1.30 -1.24
H 5.77 -0.36 -0.16
H 5.63 -0.18 -1.92
H 5.78 -2.95 -2.81
H 4.35 -2.03 -3.26
H 4.19 -3.62 -2.50
H 6.11 -3.42 -0.18
H 4.42 -3.88 -0.05
H 5.06 -2.56 0.94
H 3.28 -0.68 -1.53
H 2.35 -2.71 0.13
H 2.39 -2.95 -1.49
*
```

Gap between HOMO and LUMO in Ha: 0.2331
Energy relative to the best compared isomer or geometry (same formula, charge and spin) in kcal/mol: 30.82

Just the Löwdin charges please, in e? Sure, here they are: 0.6771, -0.0418, -0.1969, -0.1962, -0.0333, -0.2062, -0.0461, -0.2180, -0.0303, -0.2045, -0.0443, -0.1897, -0.0350, 0.0819, 0.0737, 0.0791, 0.0957, 0.0761, 0.0664, 0.0748, 0.0184, 0.0821, 0.0995, 0.0725, 0.0783, 0.0964, 0.0670, 0.0659, 0.0992, 0.0747, 0.0423, 0.4463, -0.9210, 0.0171, -0.0237, -0.2743, -0.0450, -0.1068, -0.1182, -0.0948, -0.0392, -0.0843, 0.0759, -0.2384, -0.0449, -0.0942, -0.0989, -0.0751, -0.0145, 0.1244, 0.1057, 0.0971, 0.0919, 0.0987, 0.0977, 0.0710, 0.1036, 0.1025, 0.1039, 0.1168, -0.0504, -0.2837, -0.1986, -0.2763, -0.0115, 0.0143, 0.0740, 0.1071, 0.0772, 0.1094, 0.1103, 0.1057, 0.0809, 0.0652, 0.0522, -0.0396, -0.6282, -0.0410, -0.0411, -0.0740, -0.0102, 0.0873, 0.0881, 0.0711, 0.0877, 0.0711, 0.0744, 0.0902, 0.0779, 0.0593, 0.0624, 0.0619, 0.0690

# C32H52BrN7S2Si2V

C32H52BrN7S2Si2V as an isolated structure (ωB97M-V/def2-TZVPD, OMol25).

Structure (ORCA input):
```
! RIJCOSX wB97M-V def2-TZVPD def2/J DEFGRID3
* xyz 0 4
V 0.56 0.36 0.11
C -0.08 0.00 3.87
C 1.30 -0.14 3.34
C 2.31 -0.61 4.14
C 3.60 -0.69 3.61
C 3.84 -0.30 2.33
C 2.78 0.19 1.52
N 1.51 0.25 2.06
N 2.85 0.56 0.23
Si 4.34 1.13 -0.43
C 5.08 2.45 0.69
C 5.63 -0.20 -0.73
C 4.06 1.90 -2.11
H -0.14 0.85 4.56
H -0.38 -0.89 4.43
H -0.79 0.16 3.07
H 2.10 -0.91 5.16
H 4.41 -1.07 4.22
H 4.82 -0.39 1.90
H 5.46 2.03 1.62
H 4.31 3.18 0.95
H 5.90 2.97 0.20
H 5.98 -0.71 0.17
H 6.50 0.25 -1.21
H 5.24 -0.97 -1.41
H 3.45 2.80 -2.06
H 3.59 1.20 -2.80
H 5.03 2.17 -2.53
N 0.87 -1.74 -2.87
C 0.90 -0.38 -3.03
N 0.70 0.45 -2.04
C 0.85 1.76 -2.48
C 1.17 1.90 -3.79
S 1.27 0.36 -4.54
C 0.73 2.82 -1.48
C 0.82 4.16 -1.67
S 0.81 4.96 -0.14
C 0.69 3.44 0.65
N 0.60 2.42 -0.16
N 0.68 3.30 2.00
H 0.36 -2.06 -2.05
H 0.68 -2.29 -3.69
H 1.36 2.81 -4.33
H 0.91 4.70 -2.59
H 0.98 4.08 2.56
H 0.94 2.38 2.33
C -4.54 0.44 -2.11
C -3.02 0.22 -2.05
C -2.38 1.36 -2.86
C -2.74 -1.04 -2.87
Si -2.28 0.07 -0.21
C -3.34 1.39 0.81
C -2.70 1.67 2.18
C -4.80 1.05 1.10
C -3.30 2.74 0.08
C -2.82 -1.73 0.39
C -4.23 -2.22 0.03
C -2.71 -1.78 1.91
C -1.82 -2.77 -0.14
H -4.87 0.35 -3.15
H -4.83 1.44 -1.77
H -5.11 -0.28 -1.52
H -2.98 1.54 -3.76
H -1.38 1.10 -3.20
H -2.31 2.31 -2.33
H -2.99 -0.85 -3.92
H -3.34 -1.90 -2.55
H -1.70 -1.34 -2.83
H -2.77 0.82 2.85
H -3.22 2.50 2.66
H -1.65 1.95 2.09
H -4.89 0.18 1.75
H -5.39 0.85 0.21
H -5.28 1.88 1.62
H -2.28 3.04 -0.16
H -3.71 3.52 0.74
H -3.88 2.76 -0.84
H -5.01 -1.56 0.41
H -4.40 -3.21 0.48
H -4.38 -2.34 -1.04
H -3.41 -1.12 2.41
H -1.70 -1.53 2.24
H -2.92 -2.80 2.26
H -1.94 -2.97 -1.21
H -1.96 -3.72 0.39
H -0.79 -2.45 0.04
Br 0.31 -3.94 3.21
C 1.25 -3.97 1.55
C 1.43 -5.20 0.94
C 2.14 -5.22 -0.25
C 2.65 -4.03 -0.75
C 2.40 -2.86 -0.04
N 1.69 -2.82 1.09
H 1.03 -6.10 1.38
H 2.31 -6.15 -0.76
H 3.22 -3.99 -1.66
H 2.78 -1.91 -0.39
*
```

Gap between HOMO and LUMO (alpha / beta) in Ha: 0.2482 / 0.2417

Just the Löwdin charges please, in e? Sure, here they are: 0.6901, -0.0413, -0.3515, -0.0662, -0.0662, -0.0457, -0.4660, 0.0119, -0.0903, 0.3785, -0.1624, -0.1743, -0.1581, 0.0940, 0.0752, 0.0188, 0.1080, 0.1089, 0.0765, 0.0224, 0.0244, 0.0299, 0.0138, 0.0291, 0.0236, 0.0234, 0.0119, 0.0380, 0.1181, -0.6924, -0.0045, -0.3706, -0.3520, 1.0805, -0.3350, -0.3348, 1.0737, -0.6795, -0.0164, 0.1330, 0.0746, 0.1017, 0.0865, 0.0795, 0.1005, 0.0776, -0.1086, -0.6016, -0.1043, -0.1145, 0.8279, -0.6253, -0.1359, -0.1003, -0.1135, -0.6322, -0.1004, -0.1284, -0.1317, 0.0817, 0.0582, 0.0560, 0.0857, 0.0366, 0.0589, 0.0847, 0.0556, 0.0420, 0.0539, 0.0829, 0.0404, 0.0609, 0.0534, 0.0819, 0.0599, 0.0813, 0.0544, 0.0632, 0.0816, 0.0536, 0.0583, 0.0346, 0.0781, 0.0587, 0.0805, 0.0279, 0.7685, -0.7459, -0.1118, -0.0611, -0.0619, -0.1429, 0.0651, 0.0981, 0.1097, 0.1041, 0.0849

# C32H53B2F4N8O4PRuSe

C32H53B2F4N8O4PRuSe as an isolated structure (ωB97M-V/def2-TZVPD, OMol25).

Structure (ORCA input):
```
! RIJCOSX wB97M-V def2-TZVPD def2/J DEFGRID3
* xyz 1 6
Ru -0.57 0.57 0.08
C 2.25 -0.49 3.06
C 1.49 0.02 1.88
N 0.29 -0.38 1.58
O -0.26 -1.43 2.26
B -1.76 -1.50 2.18
F -2.15 -2.60 2.91
F -2.31 -0.34 2.68
O -2.26 -1.77 0.77
N -1.89 -0.87 -0.20
C -2.26 -1.10 -1.44
C -3.21 -2.18 -1.81
C -1.64 -0.22 -2.40
N -0.84 0.68 -1.86
O -0.07 1.40 -2.69
B 0.64 2.55 -2.03
F 1.29 3.25 -2.99
F -0.30 3.30 -1.32
O 1.71 2.05 -1.05
N 1.25 1.32 -0.03
C 2.06 0.99 0.94
C 3.46 1.47 1.03
C -1.74 -0.35 -3.88
H 1.57 -1.00 3.73
H 2.73 0.34 3.58
H 3.03 -1.19 2.75
H -3.65 -2.62 -0.92
H -2.71 -2.97 -2.38
H -4.01 -1.78 -2.44
H 3.67 2.16 0.21
H 4.16 0.64 0.97
H 3.63 1.99 1.98
H -2.33 -1.22 -4.17
H -0.74 -0.43 -4.30
H -2.19 0.55 -4.30
C -2.17 -7.51 5.42
C -1.82 -6.70 4.22
C -2.76 -6.46 3.21
C -2.46 -5.69 2.11
C -3.51 -5.38 1.08
C -1.16 -5.15 2.01
Se -0.73 -4.11 0.55
C -0.18 -5.38 3.00
C 1.20 -4.80 2.89
C -0.53 -6.15 4.09
H -3.25 -7.60 5.53
H -1.76 -7.07 6.33
H -1.76 -8.52 5.33
H -3.75 -6.89 3.31
H -4.44 -5.90 1.32
H -3.19 -5.68 0.08
H -3.71 -4.31 1.07
H 1.15 -3.75 2.59
H 1.78 -5.34 2.14
H 1.72 -4.87 3.84
H 0.20 -6.33 4.87
N -1.27 2.03 1.10
P -2.38 2.75 1.97
N -2.44 4.39 1.62
C -3.30 4.87 0.54
C -3.42 6.39 0.59
C -2.04 7.05 0.54
C -1.19 6.52 1.70
C -1.10 5.01 1.61
N -3.96 2.25 1.70
C -4.81 1.91 2.84
C -6.14 1.32 2.36
C -6.65 2.09 1.15
C -5.67 2.00 -0.03
C -4.28 1.58 0.45
N -2.05 2.70 3.59
C -2.38 3.78 4.51
C -2.93 3.22 5.81
C -1.94 2.23 6.43
C -1.61 1.13 5.41
C -1.07 1.75 4.13
H -4.28 4.42 0.67
H -2.90 4.57 -0.44
H -3.92 6.68 1.52
H -4.03 6.73 -0.25
H -2.14 8.13 0.60
H -1.55 6.80 -0.41
H -1.65 6.82 2.65
H -0.19 6.94 1.66
H -0.53 4.60 2.46
H -0.57 4.73 0.70
H -5.02 2.84 3.40
H -4.31 1.21 3.52
H -6.86 1.38 3.18
H -6.02 0.26 2.12
H -6.78 3.14 1.45
H -7.63 1.72 0.86
H -5.61 2.97 -0.54
H -6.02 1.27 -0.77
H -3.52 1.82 -0.29
H -4.27 0.49 0.59
H -3.10 4.44 4.03
H -1.48 4.37 4.72
H -3.88 2.71 5.62
H -3.12 4.05 6.50
H -2.35 1.80 7.34
H -1.02 2.75 6.70
H -2.52 0.56 5.18
H -0.87 0.44 5.82
H -0.87 0.99 3.39
H -0.14 2.29 4.36
*
```

Gap between HOMO and LUMO (alpha / beta) in Ha: 0.2687 / 0.1612
Energy relative to the best compared isomer or geometry (same formula, charge and spin) in kcal/mol: 0.00

Löwdin population analysis, charges in e, atoms 1 to 99: 1.4038, 0.0121, -0.2315, -0.1107, 0.0076, -1.1808, 0.1746, 0.1488, -0.0842, -0.1139, -0.2435, 0.0021, -0.2371, -0.1134, 0.0740, -1.0727, 0.2104, 0.1213, 0.0777, -0.1027, -0.2272, 0.0119, 0.0104, 0.0846, 0.0940, 0.0999, 0.0713, 0.0967, 0.1005, 0.0890, 0.0983, 0.0948, 0.0783, 0.0997, 0.1051, -0.0218, -0.2057, 0.0235, -0.2727, -0.0462, -0.4906, 1.3254, -0.2684, -0.0477, 0.0215, 0.0864, 0.0932, 0.1021, 0.1309, 0.0922, 0.0842, 0.0829, 0.0561, 0.0979, 0.0927, 0.1338, -0.1888, 0.6528, -0.1938, -0.2048, -0.1794, -0.1995, -0.1802, -0.2172, -0.1967, -0.1947, -0.1766, -0.1813, -0.1677, -0.2233, -0.1931, -0.2013, -0.1773, -0.1977, -0.1763, -0.2109, 0.0959, 0.1274, 0.1156, 0.1136, 0.1105, 0.1179, 0.1126, 0.1139, 0.1050, 0.1070, 0.1151, 0.1005, 0.1162, 0.1127, 0.1113, 0.1078, 0.0999, 0.1086, 0.0976, 0.1071, 0.1087, 0.1232, 0.1044

# C32H53ClF3N3O5P

A 2-piece molecular cluster, C32H53ClF3N3O5P overall (ωB97M-V/def2-TZVPD, OMol25).

Structure (ORCA input):
```
! RIJCOSX wB97M-V def2-TZVPD def2/J DEFGRID3
* xyz 1 1
C -1.38 -4.61 4.37
C -1.81 -3.25 3.83
C -2.27 -2.36 5.02
C -0.64 -2.57 3.09
C -0.93 -2.16 1.64
C -1.47 -3.33 0.83
C -1.87 -0.95 1.62
O -2.65 -0.80 0.44
C -2.17 -0.02 -0.60
C -3.21 -0.23 -1.72
C -4.67 -0.11 -1.23
C -5.37 -1.39 -0.84
C -6.74 -1.30 -0.53
C -7.47 -2.41 -0.12
C -6.85 -3.66 -0.01
C -5.50 -3.77 -0.34
C -4.77 -2.65 -0.74
C -0.76 -0.42 -1.13
P -0.57 -0.31 -2.99
N -1.22 -1.56 -3.67
N 0.21 0.39 -0.34
C 1.64 0.31 -0.79
C 2.14 -1.14 -0.93
C 3.55 -1.16 -0.40
O 3.79 -1.01 0.75
O 4.51 -1.31 -1.33
C -0.39 1.79 -0.15
C -0.14 2.31 1.28
C 0.18 2.84 -1.11
C 1.52 3.50 -0.74
C 1.39 4.91 -0.18
Cl 2.67 5.97 -0.78
C -1.92 1.50 -0.27
C -2.74 2.54 -1.04
C -2.84 3.82 -0.23
N -2.83 4.98 -0.72
H -1.19 -5.32 3.57
H -2.15 -5.04 5.01
H -0.47 -4.53 4.96
H -2.68 -3.40 3.20
H -1.46 -1.73 5.38
H -2.59 -3.00 5.83
H -3.11 -1.75 4.71
H 0.19 -3.28 3.04
H -0.25 -1.71 3.63
H 0.03 -1.86 1.19
H -0.94 -4.25 1.06
H -1.43 -3.17 -0.25
H -2.53 -3.47 1.06
H -2.59 -1.12 2.42
H -1.33 -0.04 1.90
H -3.07 -1.22 -2.16
H -3.07 0.50 -2.51
H -4.72 0.60 -0.42
H -5.24 0.32 -2.05
H -7.23 -0.34 -0.59
H -8.52 -2.28 0.11
H -7.42 -4.51 0.32
H -5.01 -4.73 -0.26
H -3.72 -2.75 -0.97
H -0.60 -1.48 -1.00
H 0.79 -0.20 -3.32
H -1.21 0.88 -3.40
H -0.53 -2.07 -4.21
H 0.30 0.07 0.63
H 2.23 0.78 -0.01
H 1.81 0.86 -1.70
H 2.20 -1.39 -1.99
H 1.56 -1.86 -0.38
H 5.23 -1.81 -0.92
H 0.88 2.15 1.61
H -0.39 3.36 1.29
H -0.78 1.82 2.02
H 0.32 2.36 -2.08
H -0.54 3.63 -1.28
H 2.07 3.61 -1.67
H 2.16 2.89 -0.10
H 1.36 4.92 0.90
H 0.45 5.35 -0.51
H -2.35 1.57 0.73
H -2.27 2.78 -1.99
H -3.76 2.21 -1.19
H -2.94 3.72 0.85
H -2.74 4.95 -1.73
C 6.67 0.96 -1.70
C 8.00 1.10 -2.39
O 8.71 2.26 -1.92
C 9.38 2.10 -0.78
O 9.43 1.11 -0.12
C 10.12 3.40 -0.43
F 9.33 4.47 -0.62
F 11.19 3.54 -1.22
F 10.52 3.39 0.83
H 6.08 1.87 -1.81
H 6.11 0.13 -2.12
H 6.80 0.78 -0.63
H 7.86 1.25 -3.46
H 8.62 0.21 -2.27
*
```

Gap between HOMO and LUMO in Ha: 0.3144

Just the Löwdin charges please, in e? Sure, here they are: -0.0804, -0.4064, -0.0562, -0.1457, -0.3371, -0.0306, -0.1246, -0.0491, -0.3901, -0.1384, -0.1226, -0.2098, -0.0411, -0.0732, -0.0824, -0.0727, -0.0445, -0.2322, 0.7965, -0.2543, -0.0017, -0.1071, -0.0485, -0.5445, 0.1557, 0.1133, -0.3356, 0.0169, -0.1216, -0.2528, -0.6041, 0.6057, -0.1445, -0.1192, -0.2400, 0.1210, 0.0770, 0.0790, 0.0887, 0.1209, 0.0714, 0.0714, 0.0698, 0.1175, 0.1136, 0.1024, 0.0934, 0.0691, 0.0786, 0.1376, 0.1058, 0.0890, 0.0890, 0.1157, 0.1279, 0.1119, 0.1024, 0.1015, 0.1014, 0.0858, 0.1062, 0.0212, 0.0232, -0.0174, 0.1568, 0.1273, 0.1136, 0.1136, 0.1259, 0.1477, 0.1032, 0.1000, 0.0838, 0.1021, 0.0960, 0.0958, 0.0965, 0.0730, 0.0665, 0.1360, 0.1104, 0.1123, 0.1186, 0.0620, -0.0628, -0.1904, 0.0352, -0.3968, 0.1729, -0.5526, 0.1674, 0.1748, 0.1802, 0.0859, 0.0540, 0.0834, 0.1279, 0.1279

# C32H54BN3OPSbSe4Tc

C32H54BN3OPSbSe4Tc as an isolated structure (ωB97M-V/def2-TZVPD, OMol25).

Structure (ORCA input):
```
! RIJCOSX wB97M-V def2-TZVPD def2/J DEFGRID3
* xyz 1 1
Tc 0.79 -0.76 0.46
Se 1.18 -3.21 3.66
Sb 3.59 -2.76 4.93
Se 1.90 -1.40 2.38
Se 2.87 -0.19 4.11
Se 5.05 -3.34 3.22
C -2.83 0.63 5.00
C -2.18 -0.51 4.17
C -3.22 -1.56 3.83
C -1.48 0.17 3.03
C -0.38 0.96 3.35
C 0.77 1.26 0.85
C 1.90 2.23 0.52
C 3.18 1.87 1.26
C 1.58 3.70 0.77
C -0.46 1.26 -0.03
C -1.67 0.80 0.40
C -1.88 -0.09 1.64
C -2.96 1.08 -0.34
C -3.93 -0.10 -0.52
C -3.67 2.20 0.42
C -0.30 1.89 -1.38
C -0.83 3.15 -1.62
C -0.60 3.81 -2.81
C 0.18 3.21 -3.79
C 0.69 1.94 -3.57
C 0.45 1.26 -2.38
P 1.04 -0.44 -2.05
C -0.05 -1.54 -3.11
C -1.41 -1.56 -2.42
C 0.47 -2.98 -3.18
C -0.27 -1.01 -4.54
C 2.84 -0.58 -2.58
C 3.09 -0.74 -4.08
C 3.60 0.66 -2.11
C 3.43 -1.80 -1.85
H -3.33 0.17 5.85
H -3.57 1.16 4.41
H -2.10 1.34 5.36
H -1.39 -0.96 4.78
H -4.09 -1.12 3.35
H -3.57 -2.03 4.75
H -2.83 -2.35 3.18
H 0.18 0.83 4.27
H 2.08 2.10 -0.56
H 3.06 2.03 2.34
H 3.99 2.52 0.93
H 3.49 0.83 1.12
H 1.54 3.93 1.83
H 0.63 4.02 0.33
H 2.36 4.32 0.34
H -2.93 -0.38 1.66
H -2.69 1.45 -1.34
H -4.50 -0.31 0.38
H -3.43 -1.02 -0.82
H -4.65 0.14 -1.29
H -3.96 1.88 1.42
H -4.59 2.48 -0.10
H -3.06 3.09 0.53
H -1.40 3.64 -0.84
H -1.02 4.79 -2.97
H 0.38 3.72 -4.72
H 1.28 1.48 -4.35
H -1.35 -2.04 -1.44
H -2.11 -2.13 -3.04
H -1.81 -0.55 -2.30
H 0.71 -3.37 -2.19
H 1.35 -3.08 -3.81
H -0.31 -3.60 -3.61
H -0.80 -0.06 -4.54
H -0.90 -1.73 -5.06
H 0.64 -0.90 -5.11
H 2.78 0.12 -4.67
H 2.64 -1.63 -4.50
H 4.17 -0.84 -4.22
H 3.23 1.59 -2.55
H 4.65 0.54 -2.40
H 3.58 0.76 -1.02
H 2.95 -2.73 -2.14
H 3.36 -1.71 -0.77
H 4.49 -1.86 -2.12
B -1.29 3.79 3.05
C -0.52 2.47 2.75
N 0.28 1.66 2.24
H -1.24 4.48 2.05
H -0.59 4.23 3.95
H -2.38 3.49 3.46
C -1.03 -1.36 1.32
H -1.63 -1.91 0.58
H -0.88 -2.01 2.20
N -0.47 -4.56 0.45
C 0.78 -4.14 0.17
N 1.73 -5.09 0.02
O 1.09 -2.95 -0.05
H -0.62 -5.48 0.82
H -1.12 -3.85 0.75
H 1.56 -6.04 0.30
H 2.68 -4.77 -0.03
*
```

Gap between HOMO and LUMO in Ha: 0.2026
Energy relative to the best compared isomer or geometry (same formula, charge and spin) in kcal/mol: 57.99

Just the Löwdin charges please, in e? Sure, here they are: 0.8467, 0.0101, 0.3123, -0.0228, 0.0811, -0.1954, -0.0150, -0.3303, -0.0425, -0.0498, -0.1140, -0.3360, -0.3813, -0.1016, -0.0303, -0.1851, -0.0744, -0.2065, -0.3455, -0.0457, -0.0224, -0.2073, -0.0303, -0.0348, -0.0464, -0.0776, -0.2854, 1.1525, -0.6505, -0.1029, -0.0704, -0.0707, -0.6567, -0.0741, -0.0771, -0.0942, 0.0960, 0.0909, 0.0881, 0.1516, 0.0916, 0.0960, 0.0769, 0.1077, 0.1007, 0.0336, 0.0957, 0.0426, 0.0864, 0.0633, 0.0957, 0.1111, 0.1262, 0.0819, 0.0604, 0.0969, 0.0870, 0.0978, 0.0684, 0.1149, 0.1163, 0.1142, 0.0945, 0.0525, 0.1030, 0.0704, 0.0509, 0.0730, 0.0972, 0.0801, 0.0958, 0.0681, 0.0710, 0.0648, 0.0955, 0.0836, 0.1009, 0.0541, 0.0667, 0.0587, 0.0968, -0.3156, -0.0131, 0.1033, 0.0364, 0.0748, 0.0366, -0.2351, 0.0512, -0.0107, 0.2063, -0.6684, 0.2106, -0.2074, 0.1170, 0.0774, 0.1172, 0.1242

no.,largest force on an atom (hartree/bohr),E_tot (eV)
1,0.009,-57422.128
2,0.015,-177618.355
3,0.043,-143594.360
4,0.038,-78707.405
5,0.035,-320656.948